Below is a cluster of 2 separate species, CH3OPS in total in a non-equilibrium geometry, with properties calculated with ωB97M-V/def2-TZVPD.

Properties
Highest occupied orbital energy (spin up / spin down) = -7.6 / -8.4 eV
LUMO (spin up / spin down) = -0.95 / -0.55 eV

Last column: Mulliken charge in e.
Atoms and positions in Å:
C 1.6197 0.2488 -0.4024  -0.283
O -2.0185 -0.5722 -0.1426  -0.450
P -1.2005 0.1879 1.0473  0.165
S 2.7513 -0.5114 0.4637  -0.102
H 1.8725 0.6123 -1.3234  0.292
H -1.5544 -1.4384 -0.2963  0.354
H -1.4701 1.4730 0.6539  0.024

---

Below is a cluster of 2 separate species, CH3OS in total, with properties calculated with ωB97M-V/def2-TZVPD.

Properties
Highest occupied orbital energy = -2.7 eV
LUMO = 4.15 eV
Net charge = -1

Last column: Mulliken charge in e.
Atoms and positions in Å:
S -0.0454 0.5135 -1.7813  -0.884
H -0.8048 1.1844 -0.9069  -0.058
O -0.1980 -0.5835 2.5121  -0.480
C 0.3493 -0.6179 1.4309  -0.040
H -0.0936 -1.1273 0.5689  0.214
H 1.3194 -0.1602 1.2363  0.249

---

Below is a structure of composition CH3P in a non-equilibrium geometry, with properties calculated with ωB97M-V/def2-TZVPD.

Properties
Highest occupied orbital energy (spin up / spin down) = -9.2 / -9.0 eV
LUMO (spin up / spin down) = -1.08 / -0.35 eV

Last column: Mulliken charge in e.
Atoms and positions in Å:
C 0.3556 -0.5490 0.1080  -0.666
P -1.9719 -0.0853 -0.0778  0.098
H 0.7751 -1.3783 -0.3332  0.321
H 0.7725 0.5177 -0.0341  0.246
H -1.3701 1.0628 0.1408  0.002

---

Below is an isolated molecule of CH3P3 in a non-equilibrium geometry, with properties calculated with ωB97M-V/def2-TZVPD.

Properties
Highest occupied orbital energy = -7.9 eV
LUMO = -0.20 eV
SMILES = C1=P2=P[PH2]12

Last column: Mulliken charge in e.
Atoms and positions in Å:
C -0.2652 1.1830 0.0546  -0.368
P 1.4784 1.1251 -0.1539  -0.060
P 2.0267 -1.1193 -0.1514  -0.132
P -0.1422 -0.7023 0.0508  0.000
H -1.0185 1.9391 -0.1539  0.379
H -1.0998 -1.4411 -0.7431  0.098
H -0.9794 -0.9845 1.0970  0.084

---

M? In order: 94.07, 63.10, 46.01, 107.96 Da.
Energy? In order: -854.53693, -513.33731, -381.05621, -1063.83225 Ha.
Energy above the lowest of the compared OMol25 structures with the same formula, charge and spin? In order: 357.9, 1.6, 345.7, 117.1 kJ/mol.